<one>
Formula: C4H8P
Source: OMol25
Level of theory: ωB97M-V/def2-TZVPD

Geometry as ORCA input:
```
! RIJCOSX wB97M-V def2-TZVPD def2/J DEFGRID3
* xyz 1 1
C 1.81874 -0.86341 0.06498
C 1.16374 -1.03298 1.18437
C -1.36964 -0.86813 -0.75517
C -0.07521 1.78881 0.25163
P 0.11089 -0.16839 -0.01193
H 2.50918 -0.97402 -0.72232
H 1.38637 -1.37401 2.18136
H -1.02460 -1.17428 -1.75650
H -2.10742 -0.08097 -0.93897
H -1.88706 -1.60963 -0.16698
H -0.70927 2.14072 0.99691
H -0.73919 2.04059 -0.58650
H 0.92347 2.17570 0.25909
*
```

Computed properties:
**LUMO**: -3.7281 eV
**Kohn-Sham gap**: 11.74 eV

<two>
Formula: C4H8P
Source: OMol25
Level of theory: ωB97M-V/def2-TZVPD

Geometry as ORCA input:
```
! RIJCOSX wB97M-V def2-TZVPD def2/J DEFGRID3
* xyz 1 1
C 0.29609 -1.91052 0.74272
C 0.77631 -1.65140 -0.44767
C 1.08166 1.15234 0.51798
C -1.55447 0.18222 -0.62098
P -0.01416 -0.23697 0.24183
H 0.52808 -2.53071 1.50427
H 1.70130 -2.16050 -1.40519
H 1.50732 1.71968 -0.28216
H 1.85586 0.83553 1.11001
H 0.49782 1.97113 1.02104
H -2.05700 1.06276 -0.36290
H -2.33201 -0.52060 -0.47075
H -1.44964 0.24366 -1.74037
*
```

Computed properties:
**LUMO**: -4.5485 eV
**Kohn-Sham gap**: 11.18 eV

Verdict on stability: <two> comes out at the bottom.

<one>
Formula: C33H32OP2Ru
Source: OMol25
Level of theory: ωB97M-V/def2-TZVPD

Geometry as ORCA input:
```
! RIJCOSX wB97M-V def2-TZVPD def2/J DEFGRID3
* xyz 2 5
Ru 0.13066 -0.15635 0.11439
C 1.29586 3.47429 0.07776
C 1.61858 2.14434 0.70179
C 2.54318 1.28034 0.09823
C 2.90667 0.08271 0.70584
C 2.33505 -0.27827 1.92484
C 1.39732 0.55792 2.52598
C 1.04767 1.76246 1.92102
H 0.25512 3.75780 0.24583
H 1.50896 3.47956 -0.99061
H 1.90523 4.25660 0.53440
H 3.00637 1.57166 -0.83726
H 3.64139 -0.55893 0.23593
H 2.62192 -1.20619 2.40188
H 0.95412 0.28494 3.47497
H 0.34703 2.42947 2.40897
C -0.64824 -3.31460 0.82385
C -1.68498 -2.32016 1.31422
P -2.65025 -1.39512 -0.11041
C -3.00407 -0.02935 -1.15339
C -3.98658 -0.16804 -2.15283
C -4.15710 0.85359 -3.07450
C -3.38241 2.00366 -3.03908
C -2.42826 2.20330 -2.03507
C -2.28667 1.17130 -1.15672
C -4.10670 -2.43495 -0.20659
C -4.06267 -3.70304 -0.78603
C -5.19602 -4.50204 -0.77822
C -6.36635 -4.04263 -0.18968
C -6.41388 -2.78063 0.38841
C -5.29003 -1.96950 0.37713
P 0.74531 -2.45907 -0.04923
C 2.22729 -3.48723 -0.08896
C 2.74846 -3.94767 1.12400
C 3.86071 -4.77224 1.13662
C 4.46410 -5.13037 -0.06197
C 3.96142 -4.65959 -1.26620
C 2.84401 -3.83834 -1.28811
C 0.24255 -2.38150 -1.79484
C 0.49526 -1.17000 -2.45787
C -0.03425 -0.93744 -3.72549
C -0.78380 -1.91289 -4.36178
C -0.99290 -3.13679 -3.73809
C -0.48198 -3.36593 -2.47122
H -1.08337 -4.11978 0.23281
H -0.19384 -3.77289 1.70842
H -1.27967 -1.60876 2.03267
H -2.55297 -2.81512 1.74983
H -4.58934 -1.06081 -2.22448
H -4.90952 0.74264 -3.84306
H -3.51903 2.78018 -3.77945
H -1.83788 3.10969 -1.99911
H -0.96320 1.78475 -0.45304
H -3.15351 -4.05946 -1.25546
H -5.16634 -5.48208 -1.23463
H -7.24758 -4.66968 -0.18213
H -7.32733 -2.42583 0.84592
H -5.33489 -0.98185 0.82098
H 2.28515 -3.66747 2.06458
H 4.25614 -5.13416 2.07580
H 5.33116 -5.77689 -0.05558
H 4.43833 -4.93463 -2.19713
H 2.46299 -3.47307 -2.23217
H 1.12048 -0.37701 -2.03534
H 0.16537 0.00232 -4.22431
H -1.18189 -1.73172 -5.35124
H -1.54923 -3.91566 -4.24295
H -0.64026 -4.32782 -1.99572
O -1.53816 1.31224 0.17120
*
```

Computed properties:
**LUMO (spin up / spin down)**: -6.0090 / -7.8171 eV
**⟨S²⟩**: 6.03
**Kohn-Sham gap (spin up / spin down)**: 7.27 / 5.81 eV

<two>
Formula: C33H32OP2Ru
Source: OMol25
Level of theory: ωB97M-V/def2-TZVPD

Geometry as ORCA input:
```
! RIJCOSX wB97M-V def2-TZVPD def2/J DEFGRID3
* xyz 2 5
Ru 0.42272 0.29234 -0.17054
C 2.01132 3.35655 0.57959
C 1.51835 2.06190 1.15814
C 2.31662 0.86609 1.06622
C 1.82275 -0.37796 1.55994
C 0.56130 -0.47980 2.12156
C -0.24792 0.77706 2.47576
C 0.28674 1.92410 1.74929
H 2.52422 3.91847 1.36223
H 1.18625 3.96321 0.21469
H 2.71236 3.17770 -0.23317
H 3.30568 0.91688 0.62935
H 2.44141 -1.25826 1.44087
H 0.19320 -1.43469 2.47536
H -0.18495 0.82124 3.55039
H -1.28657 0.44898 2.21233
C -0.69687 -2.80151 -0.35546
C -1.91570 -1.93491 0.06035
P -1.88172 -0.28301 -0.69290
C -2.48983 -0.40793 -2.36582
C -2.80075 -1.64036 -2.93846
C -3.29815 -1.68926 -4.22999
C -3.47550 -0.51466 -4.94900
C -3.16839 0.71429 -4.37773
C -2.68190 0.77323 -3.08279
C -3.05646 0.78890 0.15431
C -2.77707 2.13592 0.37381
C -3.72627 2.94862 0.97521
C -4.94888 2.41601 1.35978
C -5.23617 1.07637 1.12835
C -4.29749 0.26086 0.51807
P 0.65546 -1.80372 -1.14929
C 0.47926 -1.95365 -2.93286
C 0.42059 -3.24616 -3.46156
C 0.31080 -3.41827 -4.82956
C 0.28108 -2.30996 -5.67048
C 0.36525 -1.03053 -5.14587
C 0.46254 -0.84655 -3.77246
C 2.24496 -2.56807 -0.79902
C 2.36384 -3.82304 -0.20758
C 3.62476 -4.37441 -0.01713
C 4.75550 -3.67469 -0.41066
C 4.63621 -2.42380 -1.00673
C 3.38392 -1.86838 -1.20520
H -0.98862 -3.57940 -1.06134
H -0.29071 -3.30636 0.52055
H -1.88444 -1.76642 1.13863
H -2.85486 -2.45037 -0.14432
H -2.66598 -2.56569 -2.38962
H -3.54961 -2.64345 -4.67278
H -3.86548 -0.55673 -5.95726
H -3.32011 1.62800 -4.93604
H -2.45714 1.73529 -2.63665
H -1.83107 2.55737 0.05249
H -3.51568 3.99693 1.13815
H -5.68640 3.04965 1.83359
H -6.19607 0.67017 1.41663
H -4.54090 -0.77526 0.31584
H 0.47473 -4.11829 -2.81933
H 0.26351 -4.41669 -5.24277
H 0.20352 -2.45017 -6.74043
H 0.35531 -0.16912 -5.79994
H 0.51975 0.15443 -3.37145
H 1.48948 -4.38370 0.09631
H 3.72063 -5.35223 0.43486
H 5.73536 -4.10763 -0.26158
H 5.52047 -1.88870 -1.32590
H 3.28949 -0.90457 -1.69568
O 0.62222 1.27532 -1.58482
*
```

Computed properties:
**LUMO (spin up / spin down)**: -6.2354 / -8.7535 eV
**⟨S²⟩**: 6.05
**Kohn-Sham gap (spin up / spin down)**: 8.06 / 5.61 eV

Verdict on stability: <one> comes out at the bottom.

<one>
Formula: C2H6ClN
Source: OMol25
Level of theory: ωB97M-V/def2-TZVPD

Geometry as ORCA input:
```
! RIJCOSX wB97M-V def2-TZVPD def2/J DEFGRID3
* xyz 0 1
C 0.10636 -0.73614 0.37631
C 1.03898 -0.09382 -0.16013
N -1.05826 1.82110 -0.58549
Cl 2.68491 0.04445 0.34368
H -0.90896 -0.75641 0.12454
H -0.86676 1.22790 0.14042
H 0.40825 -1.36360 1.20530
H 0.83553 0.82062 -0.70388
H -0.72503 1.46880 -1.42610
H -0.39858 2.66066 -0.37367
*
```

Computed properties:
**LUMO**: 0.8910 eV
**Structure (SMILES)**: C=CCl.N
**Kohn-Sham gap**: 10.95 eV

<two>
Formula: C2H6ClN
Source: OMol25
Level of theory: ωB97M-V/def2-TZVPD

Geometry as ORCA input:
```
! RIJCOSX wB97M-V def2-TZVPD def2/J DEFGRID3
* xyz 0 1
C -1.09711 -1.24602 0.16148
C 0.57124 0.23799 -0.45459
N 0.47322 1.44299 0.25293
Cl 2.15843 -0.57758 0.01653
H -1.42584 -0.80213 1.08687
H -0.65352 -2.12827 0.24771
H -1.77728 -1.13188 -0.76823
H 0.44702 0.35148 -1.56938
H 0.51468 2.41404 -0.15599
H 0.78917 1.43938 1.18266
*
```

Computed properties:
**LUMO**: 0.8209 eV
**Kohn-Sham gap**: 9.03 eV

Verdict on stability: <two> comes out at the bottom.